C45H102O19 | the ωB97M-V functional and the def2-TZVPD basis

Its HOMO energy is -0.33420 Ha. The gap between HOMO and LUMO comes out at 9.652 eV. The calculation puts the calculated total energy at -87211.93443 eV. As for the LUMO energy: 0.558 eV. The calculation puts the strongest force on any atom at 3.47 eV Å⁻¹.

```
! RIJCOSX wB97M-V def2-TZVPD def2/J DEFGRID3
* xyz 0 1
C 2.495 -5.998 -0.028
C 2.616 -4.685 -0.732
O 1.880 -3.758 -0.575
C 3.686 -4.629 -1.825
H 2.145 -6.856 -0.573
H 2.006 -5.980 0.960
H 3.541 -6.320 0.239
H 3.525 -3.738 -2.410
H 3.700 -5.479 -2.552
H 4.701 -4.553 -1.304
C 1.049 1.821 3.976
C 1.781 0.495 4.265
O 2.827 0.224 3.784
C 0.926 -0.444 5.124
H 0.007 1.681 3.747
H 1.483 2.353 3.117
H 1.059 2.404 4.882
H 0.107 -0.891 4.594
H 0.573 0.195 5.926
H 1.516 -1.201 5.576
C 1.782 -2.965 2.996
C 0.494 -3.657 3.149
O 0.143 -4.016 4.238
C -0.362 -3.786 1.954
H 2.338 -3.347 2.140
H 2.256 -3.025 3.958
H 1.519 -1.930 2.816
H -0.942 -2.878 1.765
H -1.148 -4.545 2.167
H 0.192 -4.003 1.046
C -0.164 -1.878 -7.232
C -0.888 -1.214 -6.110
O -0.785 -1.536 -4.985
C -1.810 -0.052 -6.489
H 0.666 -1.177 -7.338
H -0.731 -1.746 -8.150
H 0.182 -2.909 -7.037
H -2.121 0.491 -5.620
H -2.666 -0.456 -7.022
H -1.398 0.676 -7.226
C -0.228 2.940 -2.466
C 0.593 3.470 -3.639
O 0.743 2.992 -4.716
C 1.329 4.767 -3.321
H -1.036 2.315 -2.824
H -0.634 3.653 -1.767
H 0.384 2.268 -1.879
H 0.983 5.164 -2.361
H 1.027 5.484 -4.056
H 2.403 4.578 -3.313
C 2.747 -0.586 -3.153
C 3.948 -0.513 -4.100
O 4.683 -1.431 -4.275
C 4.132 0.771 -4.772
H 1.834 -0.158 -3.650
H 3.124 -0.145 -2.272
H 2.582 -1.655 -2.887
H 4.190 1.596 -4.076
H 3.197 0.984 -5.316
H 4.982 0.904 -5.477
C -1.028 3.801 2.039
C -0.343 4.876 1.225
O 0.637 4.607 0.527
C -0.985 6.300 1.156
H -1.052 4.086 3.103
H -0.528 2.812 1.938
H -2.008 3.686 1.672
H -1.811 6.181 0.422
H -0.173 6.832 0.719
H -1.281 6.649 2.149
C 6.913 -6.031 0.888
O 6.074 -4.943 0.662
C 6.275 -3.822 1.542
C 5.828 -2.477 0.933
O 4.476 -2.447 0.849
C 3.943 -1.215 0.272
H 7.821 -5.706 1.382
H 7.103 -6.483 -0.056
H 6.429 -6.808 1.501
H 7.337 -3.873 1.808
H 5.716 -3.956 2.464
H 6.267 -2.362 -0.061
H 6.146 -1.651 1.559
H 4.524 -0.955 -0.612
H 3.898 -0.455 0.990
H 2.857 -1.388 0.053
C -3.020 -1.024 3.001
O -3.640 -2.141 3.648
C -2.976 -2.442 4.937
C -3.626 -3.659 5.503
O -4.733 -3.468 6.376
C -5.941 -2.968 5.786
H -3.417 -0.891 2.012
H -1.962 -1.221 2.857
H -3.177 -0.053 3.561
H -3.153 -1.576 5.615
H -1.945 -2.591 4.742
H -2.872 -4.334 6.046
H -3.831 -4.251 4.631
H -6.097 -3.423 4.816
H -6.023 -1.883 5.698
H -6.764 -3.305 6.348
C -2.985 -2.698 -0.174
O -1.958 -1.703 0.012
C -1.504 -1.253 -1.244
C -0.035 -0.839 -1.204
O 0.323 0.332 -0.558
C 0.229 0.234 0.857
H -3.329 -2.908 0.836
H -2.612 -3.622 -0.599
H -3.772 -2.286 -0.782
H -2.115 -0.403 -1.621
H -1.595 -1.996 -2.003
H 0.369 -0.678 -2.209
H 0.586 -1.667 -0.821
H 0.560 -0.748 1.226
H -0.784 0.297 1.242
H 0.801 1.079 1.312
C 5.313 3.227 -1.409
O 4.167 3.826 -0.832
C 3.863 3.277 0.396
C 4.735 3.727 1.546
O 4.946 5.094 1.592
C 3.825 5.803 2.171
H 5.111 2.191 -1.568
H 6.181 3.339 -0.782
H 5.410 3.767 -2.298
H 3.899 2.156 0.399
H 2.843 3.593 0.646
H 5.717 3.326 1.497
H 4.359 3.433 2.523
H 3.537 5.475 3.159
H 2.946 5.744 1.516
H 4.057 6.849 2.235
C -6.534 -0.826 0.781
O -5.722 -0.507 -0.292
C -6.180 -0.987 -1.534
C -5.290 -0.703 -2.648
O -5.166 0.704 -2.772
C -4.287 0.948 -3.823
H -6.435 -0.235 1.665
H -6.496 -1.916 0.966
H -7.591 -0.645 0.412
H -7.194 -0.527 -1.676
H -6.356 -2.088 -1.561
H -5.768 -1.241 -3.480
H -4.266 -1.112 -2.466
H -4.247 2.015 -3.942
H -4.627 0.462 -4.823
H -3.272 0.515 -3.670
C -3.069 5.312 -1.716
O -2.976 4.356 -0.715
C -3.588 3.159 -1.054
C -3.534 2.212 0.084
O -3.909 2.598 1.353
C -5.256 3.026 1.311
H -2.306 6.082 -1.486
H -4.054 5.756 -1.726
H -2.770 4.913 -2.700
H -3.075 2.646 -1.846
H -4.654 3.315 -1.269
H -2.467 1.884 0.202
H -4.133 1.339 -0.168
H -5.299 4.071 1.102
H -5.700 2.861 2.274
H -5.880 2.522 0.568
*
```